{"formula": "C34H35N3OS6SbSc", "method": "ωB97M-V with the def2-TZVPD basis set", "species": ["Sc", "S", "C", "C", "C", "C", "C", "C", "N", "C", "C", "C", "C", "C", "C", "C", "C", "N", "C", "C", "C", "C", "C", "S", "C", "H", "H", "H", "H", "H", "H", "H", "H", "H", "H", "H", "H", "S", "Sb", "S", "S", "C", "S", "C", "O", "H", "H", "H", "H", "H", "H", "C", "C", "C", "C", "C", "C", "C", "C", "C", "C", "C", "C", "N", "H", "H", "H", "H", "H", "H", "H", "H", "H", "H", "H", "H", "H", "H", "H", "H", "H"], "coordinates": [[-0.241, -0.299, -0.189], [1.833, 5.126, 0.769], [1.999, 6.700, 1.452], [0.785, 7.265, 1.671], [-0.298, 6.417, 1.301], [0.099, 5.206, 0.796], [-0.732, 4.099, 0.357], [-0.195, 2.877, 0.078], [-0.884, 1.768, -0.244], [-2.303, 1.858, -0.228], [-2.927, 3.154, -0.066], [-4.375, 3.196, -0.208], [-5.092, 2.083, -0.428], [-4.466, 0.774, -0.507], [-5.149, -0.362, -0.769], [-4.458, -1.623, -0.854], [-3.122, -1.638, -0.587], [-2.380, -0.538, -0.258], [-3.031, 0.716, -0.320], [-5.185, -2.851, -1.187], [-4.712, -4.038, -1.672], [-5.727, -5.018, -1.838], [-6.963, -4.568, -1.493], [-6.897, -2.945, -0.946], [-2.175, 4.242, 0.229], [2.976, 7.111, 1.632], [0.658, 8.254, 2.085], [-1.336, 6.687, 1.417], [0.882, 2.749, 0.117], [-4.862, 4.162, -0.131], [-6.168, 2.132, -0.549], [-6.222, -0.315, -0.919], [-2.585, -2.584, -0.586], [-3.667, -4.215, -1.887], [-5.536, -6.015, -2.209], [-7.903, -5.090, -1.532], [-2.645, 5.211, 0.339], [-1.187, -4.871, -1.235], [-0.062, -3.824, -2.898], [-0.422, -1.195, -2.689], [1.601, -0.815, -2.500], [-0.145, 2.020, 3.503], [0.984, 0.727, 3.030], [2.424, 1.711, 2.693], [0.489, 0.291, 1.672], [0.220, 2.469, 4.427], [-1.114, 1.553, 3.667], [-0.214, 2.754, 2.699], [2.850, 2.002, 3.652], [2.149, 2.586, 2.103], [3.123, 1.070, 2.157], [0.364, -2.763, 1.341], [1.867, -3.027, 1.306], [2.206, -4.124, 0.289], [2.846, -1.872, 1.102], [3.900, -1.841, 2.003], [4.998, -1.015, 1.821], [5.010, -0.199, 0.708], [3.959, -0.142, -0.213], [4.156, 0.916, -1.297], [4.714, 0.374, -2.618], [2.988, 1.895, -1.447], [2.837, -0.997, -0.027], [1.668, -1.037, -0.784], [-0.179, -3.693, 1.518], [0.014, -2.436, 0.361], [0.087, -2.054, 2.120], [2.103, -3.416, 2.304], [2.142, -3.728, -0.727], [1.507, -4.959, 0.355], [3.222, -4.486, 0.453], [3.874, -2.521, 2.848], [5.826, -1.020, 2.518], [5.859, 0.455, 0.544], [4.974, 1.527, -0.902], [4.024, -0.266, -3.160], [5.619, -0.206, -2.424], [4.979, 1.207, -3.273], [2.019, 1.402, -1.506], [3.096, 2.491, -2.354], [2.975, 2.585, -0.600]], "atomic_forces_ev_per_a": [[-0.4, 0.6, -0.2], [0.1, 0.1, 0.0], [0.0, 0.0, 0.0], [0.0, -0.1, 0.0], [0.0, 0.1, 0.0], [-0.1, -0.1, 0.0], [-0.1, 0.2, 0.1], [0.1, -0.1, -0.1], [-0.1, -0.6, 0.0], [0.1, 0.2, 0.0], [-0.1, -0.1, -0.1], [0.1, -0.1, 0.0], [0.1, -0.1, 0.0], [0.0, 0.2, 0.2], [0.0, -0.2, 0.1], [-0.3, 0.1, -0.1], [0.3, 0.1, 0.3], [0.0, 0.1, -0.3], [-0.1, 0.0, 0.1], [0.1, 0.1, 0.0], [0.0, -0.1, 0.0], [0.0, 0.0, 0.0], [0.0, 0.0, 0.0], [0.0, 0.0, 0.0], [0.1, 0.1, 0.0], [0.1, 0.0, 0.0], [0.0, 0.0, 0.0], [0.0, 0.0, 0.0], [0.1, 0.0, 0.0], [0.0, 0.0, 0.0], [0.0, 0.0, 0.0], [0.0, 0.0, 0.0], [0.0, 0.0, 0.0], [0.0, 0.0, 0.0], [0.0, 0.0, 0.0], [-0.1, 0.0, 0.0], [0.0, 0.0, 0.0], [0.1, 0.0, 0.0], [-0.1, 0.1, -0.1], [0.3, -0.3, 0.0], [0.2, -0.1, 0.0], [0.0, 0.1, 0.0], [-0.1, -0.2, -0.2], [0.0, 0.1, 0.0], [0.2, -0.1, 0.4], [0.0, 0.0, 0.0], [0.0, 0.0, 0.0], [0.0, 0.0, 0.0], [0.0, 0.1, 0.0], [0.0, 0.0, 0.0], [0.0, -0.1, 0.0], [0.0, 0.1, 0.1], [0.0, -0.1, 0.0], [0.0, 0.0, 0.0], [0.0, 0.0, 0.1], [0.0, 0.1, 0.0], [0.0, 0.0, 0.0], [0.0, 0.0, 0.0], [0.1, 0.0, 0.0], [0.1, 0.1, 0.1], [0.0, -0.1, 0.0], [-0.1, 0.0, 0.1], [-0.1, -0.1, 0.0], [0.0, 0.4, 0.0], [0.0, 0.0, 0.0], [-0.1, -0.3, -0.1], [0.0, 0.0, 0.0], [0.0, -0.1, -0.1], [0.0, 0.0, 0.0], [0.0, 0.0, 0.0], [0.0, 0.0, 0.0], [0.0, 0.0, 0.0], [0.0, 0.0, 0.0], [0.0, 0.0, 0.0], [0.0, 0.0, -0.1], [-0.1, 0.0, 0.0], [0.0, 0.0, 0.0], [0.0, 0.0, 0.0], [0.1, 0.1, 0.0], [0.0, 0.0, 0.0], [0.0, 0.0, 0.0]], "nbo_charge": [1.808, 0.370, -0.450, -0.241, -0.322, -0.168, -0.161, 0.067, -0.757, 0.089, -0.047, -0.191, -0.178, -0.073, -0.177, -0.211, 0.089, -0.760, 0.087, -0.169, -0.276, -0.242, -0.456, 0.388, -0.274, 0.226, 0.212, 0.218, 0.184, 0.198, 0.201, 0.201, 0.223, 0.252, 0.215, 0.222, 0.196, -0.867, 0.556, -0.409, 0.300, -0.825, 1.314, -0.831, -1.039, 0.233, 0.252, 0.268, 0.235, 0.251, 0.280, -0.568, -0.219, -0.608, -0.037, -0.213, -0.276, -0.236, 0.000, -0.254, -0.600, -0.591, 0.143, -1.046, 0.242, 0.166, 0.211, 0.193, 0.223, 0.224, 0.198, 0.200, 0.205, 0.198, 0.194, 0.216, 0.203, 0.199, 0.217, 0.210, 0.195], "e_above_lowest_kj_mol": 186.1, "total_charge": -1, "gap_ev": 4.21, "multiplicity": 2}